Density functional theory data (wB97M-V/def2-TZVPD) for a structure of composition C26H34F5N3O5S2V.

Properties
multiplicity = 4
E_tot = -103164.399 eV
E_LUMO (alpha / beta) = -0.8868 / -0.8542 eV
relative energy (zero: lowest compared OMol25 entry of this formula, charge and spin) = 118.16 kJ/mol
HOMO energy (alpha / beta) = -6.6 / -8.1 eV

Element x y z (Å)
V  0.787  0.956  0.725
C  -0.577  2.627  1.097
C  0.427  3.002  0.149
C  1.699  2.953  0.803
C  1.489  2.482  2.113
C  0.082  2.272  2.293
C  -0.564  1.824  3.572
C  2.514  2.321  3.197
C  2.998  3.406  0.211
C  0.202  3.561  -1.227
C  -2.060  2.752  0.937
H  -1.609  1.560  3.407
H  -0.526  2.611  4.331
H  -0.053  0.953  3.990
H  3.523  2.253  2.788
H  2.322  1.427  3.795
H  2.483  3.179  3.873
H  3.833  2.793  0.554
H  3.203  4.441  0.499
H  2.974  3.358  -0.877
H  0.888  3.117  -1.952
H  0.371  4.641  -1.230
H  -0.818  3.384  -1.568
H  -2.583  1.835  1.203
H  -2.340  2.991  -0.089
H  -2.429  3.554  1.579
F  6.299  -1.325  3.158
C  5.311  -0.982  2.325
C  5.602  -0.458  1.072
F  6.878  -0.301  0.715
C  4.592  -0.100  0.204
F  4.903  0.399  -1.000
C  3.225  -0.209  0.541
O  2.267  0.149  -0.245
C  2.991  -0.747  1.822
F  1.679  -0.877  2.204
C  3.986  -1.131  2.694
F  3.675  -1.631  3.893
C  -5.153  -0.173  -4.446
C  -4.411  0.474  -3.286
S  -4.813  -0.330  -1.718
O  -6.243  -0.377  -1.597
O  -4.054  0.325  -0.684
C  -4.243  -2.038  -1.893
C  -2.723  -2.275  -1.894
N  -1.956  -1.717  -0.780
C  -1.073  -0.705  -0.859
N  -0.597  -0.381  0.345
C  -1.220  -1.179  1.244
C  -2.059  -2.027  0.572
N  -2.781  -3.098  1.133
O  -2.765  -3.194  2.343
O  -3.344  -3.893  0.391
C  -0.591  -0.033  -2.090
H  -5.090  0.450  -5.337
H  -6.204  -0.290  -4.184
H  -4.740  -1.152  -4.692
H  -4.731  1.503  -3.126
H  -3.326  0.448  -3.394
H  -4.667  -2.385  -2.834
H  -4.726  -2.581  -1.085
H  -2.299  -1.873  -2.811
H  -2.559  -3.350  -1.888
H  -1.026  -1.147  2.302
H  -0.847  -0.576  -2.997
H  0.496  0.044  -2.019
H  -0.999  0.979  -2.139
C  1.428  -4.100  0.427
S  1.479  -2.933  -0.957
C  3.234  -3.101  -1.363
H  2.123  -3.779  1.202
H  1.684  -5.099  0.077
H  0.416  -4.106  0.828
H  3.439  -4.111  -1.714
H  3.835  -2.875  -0.483
H  3.461  -2.383  -2.148


Density functional theory data (wB97M-V/def2-TZVPD) for a structure of composition C26H34IrN2O5Si.

Properties
multiplicity = 6
E_tot = -51440.877 eV
E_LUMO (alpha / beta) = 0.4332 / -2.6473 eV
relative energy (zero: lowest compared OMol25 entry of this formula, charge and spin) = 0.00 kJ/mol
HOMO energy (alpha / beta) = -5.3 / -8.1 eV

Element x y z (Å)
Ir  -0.748  0.192  -0.341
C  0.274  1.206  4.408
Si  -1.143  0.409  3.274
C  -1.728  -1.257  4.009
C  -2.644  1.532  3.197
N  -0.346  0.033  1.706
C  0.944  -0.452  1.848
C  1.249  -1.539  2.739
C  2.547  -1.934  2.964
C  3.584  -1.266  2.324
C  3.332  -0.366  1.343
C  1.992  -0.020  1.054
O  1.652  0.606  -0.142
C  2.385  0.287  -1.340
C  2.852  -0.964  -1.641
C  3.780  -1.190  -2.655
C  3.972  -0.188  -3.626
C  3.380  1.088  -3.391
C  2.617  1.341  -2.224
H  0.092  2.236  4.575
H  1.240  1.103  3.855
H  0.288  0.661  5.388
H  -0.978  -1.758  4.575
H  -2.158  -2.015  3.233
H  -2.591  -0.965  4.712
H  -3.342  1.234  4.004
H  -3.102  1.547  2.239
H  -2.390  2.587  3.449
H  0.388  -2.011  3.185
H  2.776  -2.710  3.695
H  4.629  -1.512  2.430
H  4.177  0.032  0.763
H  2.503  -1.779  -1.008
H  4.160  -2.231  -2.682
H  4.631  -0.337  -4.490
H  3.528  1.880  -4.120
H  2.036  2.250  -2.169
O  -1.344  1.842  -4.029
C  -1.222  1.637  -2.856
O  -1.569  0.518  -2.151
C  -0.706  2.602  -1.852
C  -0.189  3.869  -2.164
C  -0.242  4.862  -1.178
C  -0.558  4.433  0.138
C  -0.704  3.140  0.411
N  -0.794  2.160  -0.563
H  0.166  3.920  -3.208
H  -0.019  5.880  -1.455
H  -0.569  5.252  0.934
H  -0.731  2.841  1.473
C  -3.910  0.321  -0.246
O  -2.792  -0.102  0.410
H  -4.639  -0.502  -0.082
H  -3.754  0.531  -1.336
H  -4.289  1.214  0.239
C  -0.811  -4.107  -1.147
C  -1.056  -2.705  -1.528
C  -2.482  -2.307  -2.094
C  -0.111  -2.340  -2.768
O  -0.835  -1.842  -0.434
H  -1.490  -4.454  -0.325
H  0.184  -4.324  -0.873
H  -1.085  -4.671  -2.103
H  -2.923  -3.215  -2.656
H  -2.362  -1.616  -2.999
H  -3.171  -1.772  -1.443
H  -0.417  -3.006  -3.646
H  0.972  -2.490  -2.531
H  -0.387  -1.296  -3.080


Density functional theory data (wB97M-V/def2-TZVPD) for the molecule C26H34N2O3.

Properties
SMILES = CN(C(=O)c1ccc(OC2CCN(CCc3ccccc3)CC2)cc1)C1CCOCC1
multiplicity = 1
E_tot = -36636.803 eV
E_LUMO = 0.7484 eV
relative energy (zero: lowest compared OMol25 entry of this formula, charge and spin) = 149.37 kJ/mol
HOMO energy = -8.5 eV

Element x y z (Å)
C  -3.020  -3.866  3.364
N  -4.029  -3.486  2.404
C  -3.806  -2.616  1.387
O  -4.587  -2.464  0.464
C  -2.551  -1.806  1.454
C  -1.689  -1.795  0.367
C  -0.561  -0.993  0.356
C  -0.287  -0.161  1.437
O  0.787  0.658  1.562
C  1.721  0.788  0.504
C  1.202  1.695  -0.613
C  2.298  1.922  -1.648
N  3.456  2.538  -1.030
C  4.453  2.955  -1.999
C  4.033  4.234  -2.737
C  5.198  4.785  -3.508
C  6.097  5.655  -2.905
C  7.192  6.134  -3.600
C  7.407  5.744  -4.911
C  6.519  4.874  -5.521
C  5.424  4.398  -4.823
C  4.006  1.662  -0.012
C  2.980  1.423  1.090
C  -1.172  -0.151  2.521
C  -2.285  -0.960  2.529
C  -5.285  -4.228  2.485
C  -5.470  -5.205  1.320
C  -6.789  -5.956  1.511
O  -7.890  -5.083  1.596
C  -7.764  -4.172  2.661
C  -6.508  -3.308  2.537
H  -2.063  -3.421  3.104
H  -2.907  -4.953  3.369
H  -3.299  -3.542  4.371
H  -1.906  -2.426  -0.482
H  0.088  -1.025  -0.505
H  1.974  -0.204  0.101
H  0.917  2.651  -0.172
H  0.321  1.261  -1.090
H  1.920  2.588  -2.425
H  2.563  0.957  -2.123
H  5.377  3.170  -1.455
H  4.676  2.160  -2.733
H  3.208  4.023  -3.419
H  3.692  4.956  -1.994
H  5.931  5.962  -1.882
H  7.881  6.813  -3.119
H  8.262  6.118  -5.456
H  6.680  4.567  -6.545
H  4.732  3.722  -5.305
H  4.889  2.143  0.417
H  4.320  0.690  -0.439
H  2.706  2.374  1.546
H  3.399  0.776  1.861
H  -0.957  0.510  3.345
H  -2.965  -0.928  3.368
H  -5.244  -4.799  3.421
H  -4.643  -5.915  1.276
H  -5.504  -4.638  0.390
H  -6.992  -6.607  0.659
H  -6.732  -6.572  2.425
H  -8.663  -3.554  2.629
H  -7.743  -4.721  3.619
H  -6.440  -2.627  3.387
H  -6.555  -2.727  1.617


Density functional theory data (wB97M-V/def2-TZVPD) for a structure of composition C26H34NPtS.

Properties
multiplicity = 5
net charge = +1
E_tot = -43071.119 eV
E_LUMO (alpha / beta) = -3.6986 / -5.3974 eV
relative energy (zero: lowest compared OMol25 entry of this formula, charge and spin) = 97.45 kJ/mol
HOMO energy (alpha / beta) = -8.6 / -10.1 eV

Element x y z (Å)
C  1.207  -1.458  0.327
C  1.830  -1.032  -0.919
C  0.984  -1.349  -1.997
C  -0.145  -2.056  -1.534
C  -0.080  -2.163  -0.086
Pt  -0.497  -0.229  0.607
C  -2.365  1.567  -1.394
C  -2.283  1.144  -0.006
H  -2.260  1.922  0.791
C  -2.599  -0.230  0.493
H  -3.010  -0.950  -0.251
H  -3.048  -0.359  1.519
C  -2.980  2.962  -1.694
H  -2.477  3.732  -1.077
H  -2.750  3.248  -2.735
H  -4.078  3.101  -1.527
C  -2.451  0.478  -2.479
H  -1.572  -0.195  -2.407
H  -3.371  -0.169  -2.529
H  -2.368  0.935  -3.477
C  3.199  -0.481  -1.003
H  3.462  0.044  -0.075
H  3.946  -1.275  -1.158
H  3.304  0.227  -1.833
C  1.282  -1.058  -3.429
H  1.824  -0.111  -3.540
H  1.905  -1.850  -3.872
H  0.362  -0.990  -4.024
C  -1.149  -2.771  -2.353
H  -1.253  -2.334  -3.354
H  -0.871  -3.828  -2.487
H  -2.136  -2.756  -1.867
C  -0.705  -3.243  0.726
H  -1.759  -3.354  0.446
H  -0.200  -4.205  0.570
H  -0.663  -2.989  1.789
C  1.982  -1.844  1.538
H  1.319  -2.186  2.337
H  2.694  -2.650  1.307
H  2.549  -0.981  1.907
C  1.334  2.380  -1.598
C  0.123  2.296  -1.937
C  2.644  2.833  -1.803
C  0.224  2.545  -3.337
H  -0.919  2.033  -1.493
C  2.724  3.038  -3.245
H  3.480  2.994  -1.192
C  1.525  2.855  -3.943
H  -0.674  2.417  -3.978
H  3.621  3.318  -3.834
H  1.455  2.977  -5.067
S  0.047  1.210  2.370
C  0.158  0.157  3.738
N  -0.896  -0.665  4.065
C  -0.792  -1.665  5.000
C  0.388  -1.822  5.694
C  1.445  -0.930  5.469
C  1.314  0.073  4.516
H  -1.774  -0.554  3.558
H  -1.667  -2.301  5.115
H  0.481  -2.631  6.417
H  2.372  -1.022  6.031
H  2.100  0.790  4.299


Density functional theory data (wB97M-V/def2-TZVPD) for a structure of composition C26H35AuClO5Si3.

Properties
multiplicity = 1
net charge = -1
E_tot = -77614.556 eV
E_LUMO = 2.5264 eV
relative energy (zero: lowest compared OMol25 entry of this formula, charge and spin) = 11.94 kJ/mol
HOMO energy = -5.8 eV

Element x y z (Å)
Au  0.271  -0.274  0.546
O  -2.933  1.411  -1.991
Cl  -2.288  0.237  -1.495
O  -3.167  -0.894  -1.532
O  -1.928  0.491  -0.075
O  -1.087  -0.040  -2.240
C  3.446  0.733  0.635
Si  2.449  -0.651  -0.173
C  2.538  -0.460  -2.039
C  3.116  -2.340  0.308
C  4.456  -2.728  0.326
C  4.804  -4.025  0.669
C  3.816  -4.950  0.988
C  2.481  -4.578  0.962
C  2.121  -3.272  0.627
Si  0.368  -2.601  0.511
C  -0.483  -3.299  -1.002
C  -0.607  -2.990  2.066
H  4.489  0.420  0.742
H  3.051  0.983  1.620
H  3.424  1.639  0.026
H  3.580  -0.592  -2.350
H  2.192  0.517  -2.377
H  1.927  -1.218  -2.531
H  5.237  -2.015  0.081
H  5.846  -4.322  0.691
H  4.094  -5.961  1.262
H  1.721  -5.309  1.217
H  -0.551  -4.387  -0.893
H  0.100  -3.075  -1.897
H  -1.484  -2.892  -1.147
H  -0.829  -4.063  2.057
H  -1.556  -2.453  2.124
H  -0.030  -2.761  2.963
C  0.880  3.159  4.661
C  -0.472  2.444  4.753
C  -1.517  3.257  3.981
C  -0.901  2.346  6.217
Si  -0.310  0.758  3.880
O  0.087  0.953  2.361
C  -1.964  -0.168  3.983
C  -2.328  -1.054  4.999
C  -3.523  -1.760  4.953
C  -4.383  -1.600  3.876
C  -4.040  -0.732  2.848
C  -2.845  -0.027  2.905
C  0.979  -0.328  4.774
C  1.003  -0.650  6.135
C  1.969  -1.493  6.668
C  2.945  -2.044  5.849
C  2.945  -1.746  4.494
C  1.976  -0.898  3.976
H  0.815  4.160  5.105
H  1.193  3.267  3.621
H  1.662  2.608  5.192
H  -1.572  4.277  4.383
H  -2.512  2.813  4.066
H  -1.266  3.319  2.921
H  -1.107  3.347  6.616
H  -0.119  1.906  6.839
H  -1.811  1.750  6.336
H  -1.656  -1.218  5.835
H  -3.776  -2.447  5.752
H  -5.311  -2.158  3.830
H  -4.692  -0.617  1.990
H  -2.570  0.615  2.074
H  0.247  -0.249  6.800
H  1.957  -1.725  7.727
H  3.697  -2.705  6.265
H  3.693  -2.175  3.836
H  1.973  -0.675  2.914


Density functional theory data (wB97M-V/def2-TZVPD) for a structure of composition C26H35HoO2.

Properties
multiplicity = 5
E_tot = -57418.341 eV
E_LUMO (alpha / beta) = -0.3994 / -0.3872 eV
relative energy (zero: lowest compared OMol25 entry of this formula, charge and spin) = 0.00 kJ/mol
HOMO energy (alpha / beta) = -5.6 / -5.6 eV

Element x y z (Å)
O  0.835  4.163  -1.012
C  0.917  4.500  -2.512
C  1.879  5.645  -2.289
H  -0.072  4.797  -2.863
H  1.337  3.623  -3.024
C  1.816  5.292  -0.801
H  1.492  6.645  -2.516
H  2.865  5.470  -2.733
C  1.233  6.385  0.060
H  0.187  6.569  -0.211
H  1.819  7.303  -0.086
H  1.277  6.100  1.115
C  3.143  4.753  -0.284
H  3.590  4.028  -0.984
H  3.028  4.276  0.702
H  3.850  5.592  -0.177
Ho  -0.111  2.618  -0.008
C  1.233  -0.832  1.155
C  0.819  -1.754  0.162
C  1.529  -1.468  -1.035
H  0.090  -2.553  0.300
C  2.387  -0.372  -0.785
C  2.202  0.039  0.569
H  2.749  0.835  1.075
H  0.875  -0.808  2.185
H  1.441  -2.002  -1.978
H  3.078  0.070  -1.499
C  -1.156  1.597  2.068
C  0.130  2.137  2.380
C  0.061  3.567  2.212
H  0.994  1.582  2.716
C  -1.264  3.897  1.777
C  -2.006  2.679  1.703
H  -3.078  2.620  1.517
H  -1.436  0.538  2.164
H  0.837  4.289  2.448
H  -1.678  4.904  1.683
O  2.552  0.629  -3.750
C  3.791  1.391  -3.710
C  4.219  1.706  -5.142
H  4.547  0.824  -3.133
H  3.591  2.365  -3.205
C  2.854  1.748  -5.881
H  4.834  0.875  -5.511
H  4.772  2.644  -5.222
C  1.855  1.040  -4.952
H  2.868  1.284  -6.868
H  2.572  2.807  -5.942
H  1.363  0.164  -5.412
H  1.069  1.756  -4.658
C  -1.134  1.073  -1.594
C  -1.766  -0.237  -1.431
C  -2.693  -0.469  -0.383
C  -3.184  -1.745  -0.130
C  -2.846  -2.815  -0.970
C  -2.000  -2.587  -2.066
C  -1.463  -1.326  -2.284
H  -0.352  1.070  -2.374
H  -1.858  1.895  -1.741
H  -3.001  0.371  0.244
H  -3.848  -1.915  0.722
H  -3.247  -3.812  -0.786
H  -1.774  -3.403  -2.762
H  -0.757  -1.163  -3.102


Density functional theory data (wB97M-V/def2-TZVPD) for the molecule C26H35N3O3.

Properties
SMILES = O=c1c(NC[C@H]2CC[C@@H](C(=O)NCCCc3ccccc3)CC2)c(N2CCCCC2)c1=O
multiplicity = 1
E_tot = -38143.872 eV
E_LUMO = 0.6425 eV
relative energy (zero: lowest compared OMol25 entry of this formula, charge and spin) = 0.00 kJ/mol
HOMO energy = -7.6 eV

Element x y z (Å)
O  -0.118  -0.795  3.209
C  -0.446  0.045  2.397
C  -1.696  0.401  1.717
N  -2.958  -0.058  1.865
C  -3.208  -1.425  2.270
C  -3.030  -2.443  1.121
C  -3.749  -1.970  -0.147
C  -3.455  -2.846  -1.363
C  -1.949  -2.994  -1.591
C  -1.267  -1.656  -1.891
O  -1.826  -0.574  -1.887
N  0.046  -1.780  -2.173
C  0.951  -0.655  -2.258
C  2.133  -0.832  -1.307
C  3.062  0.386  -1.319
C  4.311  0.088  -0.538
C  4.344  0.297  0.835
C  5.479  -0.015  1.563
C  6.592  -0.540  0.929
C  6.567  -0.751  -0.439
C  5.431  -0.440  -1.166
C  -1.335  -3.618  -0.331
C  -1.543  -2.677  0.848
C  -1.067  1.398  0.951
N  -1.411  2.263  -0.003
C  -2.704  2.309  -0.647
C  -3.224  3.746  -0.681
C  -2.209  4.659  -1.362
C  -0.868  4.552  -0.644
C  -0.405  3.097  -0.627
C  0.230  1.126  1.592
O  1.347  1.591  1.478
H  -3.663  0.329  1.253
H  -2.515  -1.666  3.078
H  -4.232  -1.470  2.652
H  -3.472  -3.391  1.450
H  -4.828  -1.944  0.031
H  -3.415  -0.966  -0.404
H  -3.887  -3.840  -1.227
H  -3.917  -2.392  -2.242
H  -1.779  -3.652  -2.451
H  0.469  -2.694  -2.175
H  1.311  -0.546  -3.288
H  0.373  0.235  -1.995
H  2.700  -1.720  -1.601
H  1.766  -0.989  -0.290
H  3.317  0.636  -2.352
H  2.543  1.233  -0.870
H  3.477  0.710  1.329
H  5.494  0.152  2.630
H  7.479  -0.782  1.497
H  7.433  -1.158  -0.941
H  5.416  -0.606  -2.235
H  -0.269  -3.812  -0.462
H  -1.824  -4.576  -0.135
H  -1.062  -1.724  0.619
H  -1.066  -3.078  1.744
H  -3.404  1.675  -0.105
H  -2.608  1.912  -1.665
H  -4.178  3.771  -1.210
H  -3.391  4.090  0.342
H  -2.565  5.691  -1.349
H  -2.090  4.357  -2.405
H  -0.115  5.164  -1.142
H  -0.971  4.909  0.383
H  0.530  2.996  -0.078
H  -0.251  2.754  -1.659